A molecular structure, C18H23ClN3O7Pt, computed with ωB97M-V/def2-TZVPD.

Geometry as XYZ:
```
53
Properties=species:S:1:pos:R:3:forces:R:3
Pt -0.83689 -0.82331 -0.84957 0.000 0.003 -0.010
Cl -0.16200 -6.02614 -4.27008 -0.227 -0.029 0.286
O 0.77289 -5.87789 -5.37701 0.368 1.433 0.755
O 0.05440 -5.24762 -3.03398 0.348 0.481 -1.919
O -1.48141 -5.76766 -4.79630 -0.235 0.428 0.237
O -0.03900 -7.37415 -3.86566 -0.240 -2.332 0.614
O -8.45252 -1.74409 0.57977 0.991 1.068 -0.399
C -7.93384 -0.50040 0.14558 0.261 -1.425 0.555
C -6.35913 -0.38198 0.18460 0.269 -1.749 -1.105
O -5.60140 -1.24540 -0.67409 -1.465 1.269 1.292
H -8.33242 0.28188 0.79155 -0.032 0.400 -0.218
H -8.25019 -0.42935 -0.89508 -0.055 0.308 -0.187
H -6.01365 -0.54165 1.20599 0.139 -0.124 0.147
H -6.05887 0.63263 -0.07714 -0.107 0.249 -0.084
N -0.43575 -2.29976 3.78630 -0.449 -1.685 0.761
C -0.77494 -1.37886 4.70921 0.275 -0.661 -0.373
C -0.52577 -1.54919 6.03521 1.121 -0.761 2.247
C 0.10142 -2.70290 6.51812 -0.198 0.922 -0.502
C 0.34455 -3.70228 5.61627 0.057 -0.579 -0.579
C 0.02445 -3.51227 4.26771 -0.633 2.184 0.460
H -1.30873 -0.46488 4.49448 0.199 0.081 -1.088
H -0.66974 -0.80827 6.80767 -0.531 0.500 -0.375
H 0.40125 -2.74435 7.55483 -0.076 -0.240 0.077
H 0.78519 -4.63841 5.92592 -0.021 -0.144 -0.006
H 0.08342 -4.37868 3.62563 0.252 0.396 -0.630
N 4.41204 -0.23367 -0.88775 4.176 1.237 -1.360
C 5.33619 -1.12268 -0.33049 -2.797 1.623 -0.268
C 6.70768 -0.97566 -0.28681 -0.398 -0.986 0.107
C 7.25015 0.09569 -0.91726 1.490 0.993 0.003
C 6.46947 0.99535 -1.56872 -2.272 0.319 -0.952
C 5.07401 0.81957 -1.59348 -0.469 -2.133 2.069
H 4.81089 -1.90081 0.20335 0.277 -0.383 -0.004
H 7.31980 -1.72876 0.18705 -0.027 0.014 0.157
H 8.29340 0.37384 -0.89146 0.355 -0.616 0.143
H 6.89848 1.81192 -2.13048 0.044 0.146 0.107
H 4.47158 1.56442 -2.09215 -0.383 -0.202 0.002
N -0.70162 4.02625 0.42672 0.926 3.044 -0.738
C -1.27116 4.99877 -0.45851 -0.252 -2.472 2.929
C -1.36574 6.34280 -0.20233 1.023 0.689 0.400
C -0.66797 6.90685 0.87374 0.607 -2.149 0.268
C 0.00804 5.96742 1.71177 -0.182 1.039 -0.928
C 0.04175 4.58845 1.44833 -2.482 1.023 -1.608
H -1.95336 4.64761 -1.21856 0.442 -0.694 -0.258
H -1.95352 6.95865 -0.86690 0.059 0.084 -0.125
H -0.61662 7.98221 0.95958 -0.073 -0.019 0.540
H 0.55313 6.25922 2.59729 0.074 0.445 -0.025
H 0.57981 4.04787 2.21296 -0.146 -0.989 -0.451
C 0.48555 0.10871 -6.04444 -0.474 -0.654 -0.731
O -0.44830 0.28578 -4.96106 1.128 -0.173 -0.594
H 0.26281 -0.74093 -6.68988 -0.880 -0.219 -0.027
H 0.48243 0.96754 -6.71563 0.344 0.299 0.206
H 1.49434 -0.21977 -5.79433 -0.036 0.840 1.082
H -1.30443 0.39838 -5.38054 -0.086 -0.096 0.097
```
Positions in Å, forces in eV/Å.

Results
Total charge: -1
Highest occupied orbital energy (spin up / spin down): -4.9 / -4.9 eV
Frontier orbital gap (spin up / spin down): 6.57 / 4.82 eV
Strongest force on any atom: 4.563 eV/Å
Spin multiplicity: 3
E_LUMO (spin up / spin down): 1.67 / -0.07 eV